No. 1
The following is a DFT calculation (ωB97M-V/def2-TZVPD) of a cluster of 2 separate species, C3BrCl5 in total at a distorted geometry.

XYZ file:
```
9
Properties=species:S:1:pos:R:3:mulliken_charge:R:1
C 1.38 0.48 0.41 -0.1171
C 1.15 -0.57 1.13 0.4523
C -1.93 -0.13 -1.59 0.2379
Cl 1.45 2.17 0.53 -0.0441
Cl 0.64 -0.48 2.93 -0.1873
Cl 1.22 -2.17 0.62 -0.1012
Cl -3.02 -0.04 -2.95 -0.1357
Cl -1.92 1.30 -0.69 -0.0802
Br -2.00 -1.73 -0.65 -0.0247
```

Results
Multiplicity: 1
HOMO (alpha / beta) (eV): -10.0 / -8.8
Charge: 0
Frontier orbital gap (alpha / beta) (eV): 8.85 / 6.90
DFT total energy (Ha): -4989.11158
LUMO (alpha / beta) (Ha): -0.0416 / -0.0709

***

No. 2
The following is a DFT calculation (ωB97M-V/def2-TZVPD) of a structure of composition C31H29ClFHgN4O4SSi.

XYZ file:
```
73
Properties=species:S:1:pos:R:3:lowdin_spin:R:1
Hg 0.04 0.37 -0.35 0.0030
Cl -6.29 -0.82 3.25 -0.0001
C -4.61 -0.61 2.81 0.0008
C -3.66 -1.56 3.20 0.0049
C -2.35 -1.38 2.86 0.0001
C -1.90 -0.28 2.07 0.0051
O -0.65 -0.17 1.79 0.0065
C -2.90 0.65 1.65 0.0016
C -2.66 1.77 0.77 0.0192
N -1.57 2.05 0.15 -0.0058
C -1.51 3.18 -0.68 0.0661
C -2.09 4.40 -0.33 0.0722
C -1.95 5.50 -1.17 0.0410
C -1.24 5.40 -2.35 0.0874
C -0.63 4.19 -2.73 0.0168
C 0.14 4.03 -3.91 0.2383
C 0.74 2.79 -4.18 0.0723
C 0.54 1.74 -3.31 0.1419
N -0.24 1.83 -2.20 0.1676
C -0.78 3.05 -1.88 0.0187
C -4.24 0.47 2.05 0.0035
H -3.97 -2.46 3.73 0.0002
H -1.61 -2.12 3.14 -0.0001
H -3.53 2.41 0.60 0.0005
H -2.60 4.49 0.62 0.0057
H -2.39 6.45 -0.88 0.0012
H -1.12 6.26 -3.00 0.0030
H 0.28 4.88 -4.58 0.0159
H 1.35 2.64 -5.05 -0.0002
H 1.00 0.77 -3.49 0.0089
H -4.99 1.18 1.73 0.0001
C 2.43 2.63 0.23 0.0005
Si 3.02 0.91 0.68 0.0004
C 4.87 0.82 0.31 0.0000
C 2.76 0.68 2.53 0.0000
N 2.14 -0.21 -0.28 0.0013
C 2.44 -1.54 -0.45 0.0001
C 3.27 -2.29 0.40 0.0002
C 3.56 -3.62 0.18 0.0000
C 3.04 -4.30 -0.91 0.0003
C 2.20 -3.60 -1.78 0.0000
C 1.94 -2.27 -1.54 0.0002
F 1.13 -1.63 -2.43 0.0000
H 3.07 3.39 0.67 0.0000
H 1.41 2.81 0.59 0.0002
H 2.42 2.77 -0.85 0.0002
H 5.40 1.56 0.90 0.0000
H 5.05 1.02 -0.75 0.0001
H 5.29 -0.16 0.54 0.0000
H 3.14 1.53 3.10 0.0000
H 3.24 -0.23 2.91 0.0000
H 1.68 0.58 2.72 0.0000
H 3.66 -1.80 1.29 0.0000
H 4.20 -4.15 0.88 0.0000
H 3.24 -5.34 -1.08 0.0000
H 1.75 -4.07 -2.65 0.0000
N -1.66 -1.18 -1.32 -0.0003
C -2.27 -2.23 -0.56 0.0000
C -1.47 -3.23 -0.02 0.0001
C -2.04 -4.24 0.74 0.0000
C -3.40 -4.24 1.00 0.0001
C -4.20 -3.24 0.46 0.0000
C -3.64 -2.24 -0.32 0.0000
S -4.13 -5.47 2.08 0.0000
O -4.19 -4.80 3.38 0.0000
O -5.44 -5.75 1.50 0.0000
O -3.21 -6.60 2.04 0.0000
H -2.35 -0.54 -1.70 0.0003
H -1.10 -1.54 -2.08 -0.0001
H -0.39 -3.20 -0.18 0.0000
H -1.43 -5.03 1.17 0.0000
H -5.26 -3.25 0.66 0.0000
H -4.26 -1.45 -0.72 0.0000
```

Results
Multiplicity: 2
HOMO (alpha / beta) (eV): -0.5 / -2.6
Charge: -2
Frontier orbital gap (alpha / beta) (eV): 4.85 / 6.99
<S²>: 0.7720
DFT total energy (Ha): -3120.01758
LUMO (alpha / beta) (Ha): 0.1612 / 0.1609

***

No. 3
The following is a DFT calculation (ωB97M-V/def2-TZVPD) of a structure of composition C29H54B4ClFN7O6P at a distorted geometry.

XYZ file:
```
103
Properties=species:S:1:pos:R:3:mulliken_charge:R:1
C 0.96 -1.88 1.03 -0.5120
O 0.76 -2.37 -0.34 -0.7432
B -0.42 -1.89 -0.88 0.6635
O -0.42 -0.89 -1.84 -0.4064
B -1.85 -2.60 -0.32 0.4306
O -2.41 -3.73 -0.94 -0.3780
B -3.13 -4.35 0.08 0.7449
F -2.75 -5.49 0.63 -0.2671
O -4.26 -3.64 0.53 -0.4204
B -3.80 -2.42 1.00 0.1474
P -4.99 -1.19 1.96 0.1128
O -5.20 0.09 0.89 -0.4997
Cl -3.86 -0.43 3.55 -0.2680
O -2.46 -2.03 0.83 0.0976
H 0.21 -2.24 1.76 0.2605
H 0.93 -0.79 1.03 0.2342
H 1.93 -2.27 1.36 0.3137
H -1.22 -0.35 -1.80 0.1842
H -4.75 -0.11 0.06 0.2991
C -2.61 3.92 -4.58 -1.2927
C -2.21 4.01 -3.11 -0.1643
C -1.94 2.64 -2.48 -0.0522
C -3.16 1.81 -2.55 0.1496
N -4.12 1.17 -2.60 -0.5324
H -3.54 3.37 -4.71 0.3629
H -2.76 4.92 -4.99 0.4035
H -1.83 3.43 -5.17 0.2688
H -3.00 4.52 -2.56 0.3611
H -1.31 4.62 -3.03 0.0142
H -1.64 2.76 -1.44 0.0719
H -1.13 2.13 -3.01 0.3789
C -1.84 6.18 -8.89 -1.1303
C -1.04 5.22 -9.77 -0.4168
C -0.92 3.82 -9.17 -0.3505
C -0.22 3.89 -7.87 0.2339
N 0.32 3.94 -6.85 -0.4577
H -1.35 6.34 -7.93 0.3391
H -1.93 7.16 -9.37 0.3322
H -2.85 5.80 -8.71 0.2994
H -0.05 5.64 -9.94 0.2910
H -1.53 5.15 -10.75 0.3063
H -0.35 3.17 -9.83 0.2896
H -1.90 3.38 -9.01 0.2822
C 3.72 -0.71 5.94 -0.9706
C 3.95 0.51 5.05 -0.5363
C 2.66 1.02 4.40 -0.2234
C 2.08 -0.03 3.54 0.1041
N 1.62 -0.84 2.86 -0.3628
H 3.35 -1.56 5.36 0.1851
H 4.66 -1.02 6.41 0.3260
H 3.00 -0.49 6.73 0.3100
H 4.68 0.26 4.28 0.3068
H 4.38 1.32 5.65 0.3228
H 2.87 1.90 3.79 0.1397
H 1.93 1.31 5.15 0.2973
C 2.26 -5.34 3.33 -1.0033
C 3.08 -6.23 2.41 -0.4675
C 4.44 -6.61 3.01 0.1046
C 5.24 -5.39 3.25 0.2818
N 5.86 -4.44 3.44 -0.5017
H 2.75 -4.38 3.51 0.1961
H 1.29 -5.12 2.88 0.2647
H 2.08 -5.82 4.30 0.3646
H 3.22 -5.72 1.46 0.2708
H 2.52 -7.15 2.21 0.3557
H 4.99 -7.25 2.32 -0.1887
H 4.31 -7.14 3.95 0.3435
C 7.66 -5.80 -1.20 -1.1990
C 8.08 -5.71 0.26 -0.2354
C 8.38 -7.08 0.87 -0.3896
C 7.17 -7.93 0.83 0.2478
N 6.22 -8.58 0.80 -0.5238
H 6.73 -6.36 -1.32 0.3510
H 7.49 -4.80 -1.61 0.3405
H 8.42 -6.28 -1.81 0.3048
H 7.30 -5.21 0.83 0.1423
H 8.98 -5.09 0.33 0.3195
H 8.69 -6.97 1.91 0.2886
H 9.18 -7.59 0.33 0.3406
C -0.18 6.81 0.11 -1.2091
C 0.61 5.85 -0.78 -0.2887
C 0.73 4.44 -0.19 0.1223
C 1.42 4.50 1.11 0.0171
N 1.97 4.54 2.13 -0.4562
H 0.31 6.95 1.07 0.3703
H -0.26 7.79 -0.37 0.3556
H -1.19 6.43 0.29 0.3052
H 1.61 6.27 -0.95 0.3347
H 0.12 5.79 -1.76 0.1047
H 1.29 3.80 -0.86 0.3879
H -0.26 4.01 -0.04 0.0135
C -7.93 1.29 2.45 -0.8157
C -7.86 1.10 3.96 -0.3116
C -9.16 1.47 4.67 -0.5118
C -9.49 2.89 4.45 0.2380
N -9.73 4.00 4.27 -0.4261
H -8.10 2.34 2.19 0.3919
H -7.00 0.99 1.98 0.0108
H -8.74 0.69 2.02 0.2932
H -7.04 1.70 4.36 0.2807
H -7.62 0.05 4.17 0.2963
H -9.07 1.30 5.75 0.3129
H -9.99 0.86 4.31 0.2959
```

Results
Multiplicity: 1
HOMO (eV): -8.8
Charge: 0
Frontier orbital gap (eV): 8.74
DFT total energy (Ha): -2973.30400
LUMO (Ha): -0.0022

***

No. 4
The following is a DFT calculation (ωB97M-V/def2-TZVPD) of a structure of composition C3H10O3 at a distorted geometry.

XYZ file:
```
16
Properties=species:S:1:pos:R:3:mulliken_charge:R:1
O -0.37 -2.03 -0.52 -0.8050
H -1.22 -2.17 -0.04 0.2197
H -0.11 -1.11 -0.29 0.5448
O 0.00 0.00 0.00 -0.4288
O 4.62 -0.18 -1.27 -0.5223
C 1.26 0.43 0.35 -0.4826
C 3.52 0.59 -0.61 -0.6162
C 2.18 -0.13 -0.71 -0.3775
H -0.65 0.44 0.58 0.3433
H 5.42 -0.05 -0.73 0.3000
H 1.37 1.53 0.29 0.3426
H 1.66 0.11 1.33 0.2648
H 3.59 1.57 -1.13 0.2745
H 3.87 0.74 0.43 0.3525
H 2.37 -1.19 -0.44 0.2963
H 1.91 -0.10 -1.78 0.2941
```

Results
Multiplicity: 1
HOMO (eV): -9.7
Charge: 0
Frontier orbital gap (eV): 10.01
DFT total energy (Ha): -345.92954
LUMO (Ha): 0.0130

***

The lowest DFT total energy belongs to which entry?
C3BrCl5

***

What is the formula in the second record?
C31H29ClFHgN4O4SSi

***

What did the fourth record say?
The following is a DFT calculation (ωB97M-V/def2-TZVPD) of a structure of composition C3H10O3 at a distorted geometry.

XYZ file:
```
16
Properties=species:S:1:pos:R:3:mulliken_charge:R:1
O -0.37 -2.03 -0.52 -0.8050
H -1.22 -2.17 -0.04 0.2197
H -0.11 -1.11 -0.29 0.5448
O 0.00 0.00 0.00 -0.4288
O 4.62 -0.18 -1.27 -0.5223
C 1.26 0.43 0.35 -0.4826
C 3.52 0.59 -0.61 -0.6162
C 2.18 -0.13 -0.71 -0.3775
H -0.65 0.44 0.58 0.3433
H 5.42 -0.05 -0.73 0.3000
H 1.37 1.53 0.29 0.3426
H 1.66 0.11 1.33 0.2648
H 3.59 1.57 -1.13 0.2745
H 3.87 0.74 0.43 0.3525
H 2.37 -1.19 -0.44 0.2963
H 1.91 -0.10 -1.78 0.2941
```

Results
Multiplicity: 1
HOMO (eV): -9.7
Charge: 0
Frontier orbital gap (eV): 10.01
DFT total energy (Ha): -345.92954
LUMO (Ha): 0.0130

***

Please write out number 2 again, unchanged.
The following is a DFT calculation (ωB97M-V/def2-TZVPD) of a structure of composition C31H29ClFHgN4O4SSi.

XYZ file:
```
73
Properties=species:S:1:pos:R:3:lowdin_spin:R:1
Hg 0.04 0.37 -0.35 0.0030
Cl -6.29 -0.82 3.25 -0.0001
C -4.61 -0.61 2.81 0.0008
C -3.66 -1.56 3.20 0.0049
C -2.35 -1.38 2.86 0.0001
C -1.90 -0.28 2.07 0.0051
O -0.65 -0.17 1.79 0.0065
C -2.90 0.65 1.65 0.0016
C -2.66 1.77 0.77 0.0192
N -1.57 2.05 0.15 -0.0058
C -1.51 3.18 -0.68 0.0661
C -2.09 4.40 -0.33 0.0722
C -1.95 5.50 -1.17 0.0410
C -1.24 5.40 -2.35 0.0874
C -0.63 4.19 -2.73 0.0168
C 0.14 4.03 -3.91 0.2383
C 0.74 2.79 -4.18 0.0723
C 0.54 1.74 -3.31 0.1419
N -0.24 1.83 -2.20 0.1676
C -0.78 3.05 -1.88 0.0187
C -4.24 0.47 2.05 0.0035
H -3.97 -2.46 3.73 0.0002
H -1.61 -2.12 3.14 -0.0001
H -3.53 2.41 0.60 0.0005
H -2.60 4.49 0.62 0.0057
H -2.39 6.45 -0.88 0.0012
H -1.12 6.26 -3.00 0.0030
H 0.28 4.88 -4.58 0.0159
H 1.35 2.64 -5.05 -0.0002
H 1.00 0.77 -3.49 0.0089
H -4.99 1.18 1.73 0.0001
C 2.43 2.63 0.23 0.0005
Si 3.02 0.91 0.68 0.0004
C 4.87 0.82 0.31 0.0000
C 2.76 0.68 2.53 0.0000
N 2.14 -0.21 -0.28 0.0013
C 2.44 -1.54 -0.45 0.0001
C 3.27 -2.29 0.40 0.0002
C 3.56 -3.62 0.18 0.0000
C 3.04 -4.30 -0.91 0.0003
C 2.20 -3.60 -1.78 0.0000
C 1.94 -2.27 -1.54 0.0002
F 1.13 -1.63 -2.43 0.0000
H 3.07 3.39 0.67 0.0000
H 1.41 2.81 0.59 0.0002
H 2.42 2.77 -0.85 0.0002
H 5.40 1.56 0.90 0.0000
H 5.05 1.02 -0.75 0.0001
H 5.29 -0.16 0.54 0.0000
H 3.14 1.53 3.10 0.0000
H 3.24 -0.23 2.91 0.0000
H 1.68 0.58 2.72 0.0000
H 3.66 -1.80 1.29 0.0000
H 4.20 -4.15 0.88 0.0000
H 3.24 -5.34 -1.08 0.0000
H 1.75 -4.07 -2.65 0.0000
N -1.66 -1.18 -1.32 -0.0003
C -2.27 -2.23 -0.56 0.0000
C -1.47 -3.23 -0.02 0.0001
C -2.04 -4.24 0.74 0.0000
C -3.40 -4.24 1.00 0.0001
C -4.20 -3.24 0.46 0.0000
C -3.64 -2.24 -0.32 0.0000
S -4.13 -5.47 2.08 0.0000
O -4.19 -4.80 3.38 0.0000
O -5.44 -5.75 1.50 0.0000
O -3.21 -6.60 2.04 0.0000
H -2.35 -0.54 -1.70 0.0003
H -1.10 -1.54 -2.08 -0.0001
H -0.39 -3.20 -0.18 0.0000
H -1.43 -5.03 1.17 0.0000
H -5.26 -3.25 0.66 0.0000
H -4.26 -1.45 -0.72 0.0000
```

Results
Multiplicity: 2
HOMO (alpha / beta) (eV): -0.5 / -2.6
Charge: -2
Frontier orbital gap (alpha / beta) (eV): 4.85 / 6.99
<S²>: 0.7720
DFT total energy (Ha): -3120.01758
LUMO (alpha / beta) (Ha): 0.1612 / 0.1609